C14H35Cl2N2OPTc | wB97M-V/def2-TZVPD

Geometry as XYZ:
```
56
Properties=species:S:1:pos:R:3:forces:R:3
Tc 0.0709 0.2212 1.0190 -0.7 1.4 -4.5
Cl 2.2244 0.7366 0.5236 1.6 0.2 0.4
Cl -1.8632 0.1478 -0.1897 -2.3 -0.5 1.3
H -0.7350 1.5581 1.7477 0.3 0.7 -0.8
H -0.2237 1.9601 1.0366 -0.2 0.0 0.4
P 0.0279 0.1522 -2.3132 0.9 -0.3 -1.2
C 1.6783 -0.4648 -2.9773 -0.5 0.6 -0.4
C -1.1355 -0.6601 -3.5647 0.5 0.4 0.5
C -0.0045 1.9307 -2.9341 0.6 -0.4 0.0
C 2.1833 -1.6475 -2.1463 0.3 0.5 -0.1
H 2.3166 0.4208 -2.7795 0.0 -0.5 0.0
C 1.8036 -0.8006 -4.4748 0.4 0.1 0.1
H 1.3449 -1.7658 -4.7278 0.1 0.2 0.1
H 2.8811 -0.8845 -4.6691 -0.2 -0.1 -0.2
H 1.4062 -0.0371 -5.1525 0.1 -0.2 0.2
H 2.1088 -1.4241 -1.0795 0.0 -0.2 -0.1
H 3.2434 -1.7645 -2.3978 -0.1 -0.3 0.2
H 1.6529 -2.5776 -2.3763 0.1 0.2 0.0
H 0.9531 2.2789 -2.5005 -0.4 0.2 -0.1
C -1.1438 2.7503 -2.3191 0.4 0.1 0.0
C 0.0675 2.1554 -4.4605 -0.1 0.2 0.1
H 1.0802 2.0606 -4.8619 -0.1 -0.1 0.1
H -0.2522 3.1870 -4.6456 0.1 -0.1 -0.2
H -0.5891 1.5061 -5.0504 0.1 0.1 0.2
H -1.0655 2.7689 -1.2314 -0.1 -0.1 0.0
H -2.1318 2.3791 -2.5989 0.1 0.1 0.1
H -1.0331 3.7740 -2.6862 -0.2 0.1 0.1
C -1.2045 -2.1527 -3.2863 -0.2 -0.3 -0.1
H -0.6704 -0.4605 -4.5430 -0.3 -0.3 0.2
C -2.5442 -0.0839 -3.5277 -0.3 -0.1 0.0
H -0.2574 -2.6741 -3.4376 0.0 0.1 0.1
H -1.9380 -2.6026 -3.9654 0.1 -0.1 0.1
H -1.5431 -2.3358 -2.2579 0.1 0.0 -0.2
H -2.9245 -0.0820 -2.5002 -0.1 0.0 -0.3
H -3.2004 -0.7255 -4.1273 0.0 0.1 0.0
H -2.6170 0.9272 -3.9330 0.1 -0.1 0.0
C 2.4011 -0.3536 3.8544 0.1 0.1 -0.3
N 1.2580 -0.5383 4.7380 0.1 -0.2 0.2
C 1.6025 -1.0277 6.0579 0.2 0.1 0.6
C 0.0401 -0.3757 4.1967 0.0 0.7 -2.9
O -0.0379 -0.1852 2.9025 0.3 -1.9 6.7
N -1.1085 -0.3127 4.8867 0.0 -0.4 0.4
C -1.2453 -0.2624 6.3240 -0.5 -0.1 1.0
C -2.3085 0.0495 4.1533 -0.2 0.0 -0.4
H 3.2962 -0.5706 4.4446 -0.1 0.2 -0.4
H 2.4314 0.6801 3.4883 0.1 -0.4 -0.1
H 2.3313 -1.0456 3.0093 0.2 0.3 0.0
H 1.7064 -0.2305 6.8117 -0.3 -0.1 -0.2
H 0.9153 -1.7860 6.4172 0.1 -0.1 -0.1
H 2.5921 -1.4772 5.9931 -0.2 -0.2 0.0
H -2.3194 -0.4337 6.5302 0.7 0.0 0.1
H -0.6757 -1.0519 6.8378 -0.5 0.6 -0.2
H -1.0119 0.7276 6.7672 0.1 -0.4 -0.3
H -2.2457 1.1065 3.8685 -0.2 -0.2 -0.2
H -2.4336 -0.5986 3.2781 0.0 0.4 0.1
H -3.1543 -0.0855 4.8292 0.1 0.0 -0.3
```
Positions in Å, forces in eV/Å.

HOMO level (spin up / spin down)   -6.54 / -6.84 eV
Lowest unoccupied orbital energy (spin up / spin down)   0.25 / 0.24 eV
Multiplicity   4
Charge   0
HOMO-LUMO gap (spin up / spin down)   6.8 / 7.1 eV

C2H3F3 | wB97M-V/def2-TZVPD

Geometry as XYZ:
```
8
Properties=species:S:1:pos:R:3:forces:R:3
C 0.6341 -0.1057 0.4111 -0.2 -2.3 -0.2
C -0.7349 -0.0109 -0.2829 2.5 1.8 -3.1
F 1.7092 0.3834 -0.2774 0.1 -0.6 -1.3
F -1.3243 1.1972 0.0138 0.3 -1.2 -0.5
F -1.5652 -0.9772 0.0683 0.1 0.0 -0.5
H 0.8189 -1.1508 0.8319 -0.2 1.2 -1.0
H 0.6412 0.5570 1.1822 -0.8 1.6 2.8
H -0.1791 0.1070 -1.9471 -1.8 -0.5 3.8
```
Positions in Å, forces in eV/Å.

HOMO level   -10.81 eV
Lowest unoccupied orbital energy   0.36 eV
Energy relative to the best compared isomer or geometry (same formula, charge and spin)   370.4 kJ/mol
Multiplicity   1
Charge   0
HOMO-LUMO gap   11.2 eV

C6H7N | wB97M-V/def2-TZVPD

Geometry as XYZ:
```
14
Properties=species:S:1:pos:R:3:forces:R:3
H 3.9601 1.2017 0.1899 -0.3 -1.3 0.3
N 3.2997 0.3980 0.3801 -0.7 2.3 -1.3
C 2.2766 0.6604 -0.3725 0.7 -1.1 0.0
C 1.1177 -0.2154 -0.2929 0.5 -1.4 1.8
C 0.7734 -1.4372 0.1522 2.1 -1.4 -2.0
C -0.2548 -0.5155 0.0093 -0.5 -0.2 0.4
C -1.5297 -0.5708 0.2774 -3.3 0.1 -0.3
C -2.5762 0.5921 0.0977 1.8 0.1 -1.0
H 2.2224 1.3809 -1.1890 0.3 0.5 0.4
H 1.0004 -2.5445 0.1244 -0.1 1.7 0.6
H -1.8706 -1.6607 0.4758 0.2 2.2 -0.1
H -2.0247 1.6101 0.1219 -0.9 -1.6 -0.1
H -3.2705 0.5921 0.9256 -0.4 0.0 0.0
H -3.1240 0.5090 -0.9001 0.6 0.1 1.4
```
Positions in Å, forces in eV/Å.

HOMO level   -7.86 eV
Lowest unoccupied orbital energy   0.07 eV
SMILES   [H]/N=C/C1=CC/1=C/C
Energy relative to the best compared isomer or geometry (same formula, charge and spin)   478.7 kJ/mol
Multiplicity   1
Charge   0
HOMO-LUMO gap   7.9 eV

Calculated calculated total energy in order - -56643.5247; -10271.8905; -7820.6859 eV